# C20H33N6O2

A gas-phase ion, C20H33N6O2 (charge +1) at a distorted geometry (wB97M-V/def2-TZVPD, OMol25).

relative energy (zero: lowest compared OMol25 entry of this formula, charge and spin) = 0.0 kJ/mol
HOMO = -11.45 eV
gap between HOMO and LUMO = 9.60 eV
structure (SMILES) = CCCC[C@H](c1nnnn1CCOC)N1CC[NH+](c2cccc(OC)c2)CC1

```
! RIJCOSX wB97M-V def2-TZVPD def2/J DEFGRID3
* xyz 1 1
C 0.032 1.903 6.165
C -0.911 2.388 5.070
C -1.230 1.316 4.027
C -0.008 0.912 3.203
C -0.379 -0.095 2.104
C 0.854 -0.657 1.458
N 1.121 -0.572 0.167
N 2.256 -1.229 -0.053
N 2.694 -1.711 1.020
N 1.855 -1.382 2.008
C 2.091 -1.894 3.330
C 0.839 -2.610 3.887
O 0.075 -3.218 2.878
C 0.594 -4.445 2.401
N -1.342 0.430 1.163
C -2.013 -0.521 0.296
C -1.917 -0.112 -1.185
N -0.618 0.546 -1.419
C -0.224 0.612 -2.822
C 0.987 0.050 -3.198
C 1.361 0.115 -4.529
C 0.552 0.723 -5.472
C -0.665 1.286 -5.090
O -1.536 1.901 -5.910
C -1.232 2.001 -7.287
C -1.047 1.226 -3.745
C -0.574 1.861 -0.743
C -1.304 1.759 0.618
H 0.126 2.662 6.937
H 1.027 1.702 5.775
H -0.352 0.997 6.627
H -1.848 2.703 5.529
H -0.477 3.260 4.576
H -2.007 1.686 3.359
H -1.626 0.432 4.532
H 0.465 1.795 2.767
H 0.727 0.450 3.861
H -0.880 -0.945 2.589
H 2.396 -1.090 4.005
H 2.928 -2.588 3.222
H 0.172 -1.892 4.370
H 1.161 -3.341 4.639
H 1.533 -4.307 1.856
H -0.158 -4.849 1.726
H 0.755 -5.147 3.224
H -1.573 -1.511 0.437
H -3.075 -0.588 0.571
H -2.721 0.576 -1.452
H -1.988 -0.992 -1.826
H 0.140 -0.032 -0.878
H 1.625 -0.429 -2.472
H 2.300 -0.317 -4.837
H 0.874 0.754 -6.500
H -2.074 2.525 -7.733
H -1.135 1.014 -7.746
H -0.317 2.577 -7.452
H -1.992 1.667 -3.473
H 0.476 2.129 -0.616
H -1.050 2.616 -1.372
H -0.844 2.446 1.323
H -2.344 2.079 0.488
*
```

Atomic partial charges in e from the Löwdin method, atoms 1 to 2:
1 C -0.104
2 C -0.255